{"formula": "C5H5ClFN", "method": "wB97M-V/def2-TZVPD", "elements": ["H", "H", "C", "Cl", "H", "H", "C", "C", "N", "F", "H", "C", "C"], "coordinates": [[2.7099, 0.1167, -0.4339], [-1.0658, 1.7480, 0.3923], [-0.7733, 0.9095, -0.2478], [-1.6248, -1.7215, -0.5347], [-2.4795, 0.0351, 0.7093], [-1.1128, 1.1171, -1.2610], [0.7373, 0.8881, -0.3632], [1.6455, -0.1045, -0.2489], [1.4720, -2.6310, 0.3055], [-0.7194, -0.4901, 1.5967], [1.1560, 1.8711, -0.4331], [1.4980, -1.4982, 0.0762], [-1.4431, -0.2402, 0.4426]], "lowdin_charge": [0.1142, 0.1237, -0.1884, 0.6529, 0.1077, 0.1238, -0.0725, -0.0938, 0.1530, -0.0381, 0.1018, -0.2699, -0.7144], "gap_ev": 10.720, "e_above_lowest_kj_mol": 34.2, "smiles": "N#C/C=C\\C[C@H](F)Cl", "charge": 0, "energy_ev": -21994.838, "fmax_ev_per_a": 1.6}

{"formula": "C2H11NO2", "method": "wB97M-V/def2-TZVPD", "elements": ["H", "H", "O", "H", "H", "H", "C", "N", "H", "H", "H", "H", "H", "H", "C", "O"], "coordinates": [[3.2392, -0.7220, 0.4225], [2.7999, -1.1854, -1.2735], [0.6118, 4.1503, 0.8726], [0.0787, -2.2316, 1.7431], [-0.3202, 4.1053, 0.7114], [1.4740, -1.1384, 2.1610], [0.7425, -1.4487, 1.4016], [1.4072, -1.8813, 0.1726], [0.9250, 3.4193, 0.3707], [1.8414, -2.7745, 0.3836], [-6.1801, 0.0743, -2.9592], [-5.0554, 0.7799, -2.1731], [1.8744, -0.0612, -0.5726], [0.0648, -0.6234, 1.1456], [2.4432, -0.9576, -0.2636], [-5.9465, 0.4950, -2.1426]], "lowdin_charge": [0.0667, 0.0733, -0.0326, 0.0691, 0.0221, 0.0752, -0.1537, -0.1993, 0.0095, 0.0886, 0.0237, 0.0099, 0.0737, 0.0734, -0.1658, -0.0336], "gap_ev": 9.741, "e_above_lowest_kj_mol": 126.1, "smiles": "CNC.O.O", "charge": 0, "energy_ev": -7836.619, "fmax_ev_per_a": 2.6}

{"formula": "C2H4INO2", "method": "wB97M-V/def2-TZVPD", "elements": ["C", "H", "H", "H", "H", "C", "O", "I", "N", "O"], "coordinates": [[0.9978, 1.1381, -0.2207], [1.7864, 0.5298, 0.1853], [-1.6687, 0.2160, 0.3546], [0.6999, 1.0444, -1.2473], [-0.5670, -0.6624, 1.6047], [-0.8641, -0.4537, 0.5937], [-0.8519, -1.1494, -1.5350], [0.6208, 2.9175, 0.7221], [-0.4590, -1.3386, -0.3886], [0.3058, -2.2417, -0.0690]], "lowdin_charge": [-0.5672, -0.0113, 0.0844, -0.0155, 0.0902, 0.0834, 0.0250, 0.7913, -0.5183, 0.0381], "gap_ev": [8.544, 7.235], "e_above_lowest_kj_mol": 575.0, "charge": 0, "energy_ev": -15818.329, "fmax_ev_per_a": 2.0}

{"formula": "C22H24N2O4", "method": "wB97M-V/def2-TZVPD", "elements": ["H", "C", "N", "C", "O", "C", "H", "H", "H", "H", "C", "C", "H", "H", "C", "H", "C", "C", "H", "H", "H", "O", "H", "H", "C", "N", "C", "C", "C", "C", "C", "C", "C", "H", "C", "H", "H", "C", "H", "H", "O", "H", "H", "H", "O", "H", "H", "C", "C", "H", "C", "C"], "coordinates": [[-2.0074, 4.0585, 1.8424], [-0.9177, 3.0244, 0.3326], [-0.9229, 1.9325, -0.4580], [-1.0999, -0.0606, 0.9332], [-3.1742, 2.4713, 1.1966], [3.2223, 0.5223, -0.0257], [4.3488, 1.9596, 1.0914], [-5.3148, -5.4235, -0.0120], [4.0851, -2.7519, -0.3658], [-5.0911, -2.9436, -0.0269], [0.0040, 1.8606, -1.5842], [4.2969, 0.9286, 0.7752], [-3.6411, -5.5773, 0.5467], [6.0919, 0.3554, 1.7679], [-1.6644, -1.2880, 1.1980], [-4.1028, 4.2476, 0.6743], [2.1777, 1.3992, -0.4434], [4.1504, -1.7223, -0.0426], [-0.5196, 1.4383, -2.4452], [7.2489, -1.9147, 0.8214], [-0.2891, 0.3071, 1.5462], [-3.1718, -3.0075, 0.7395], [2.0649, -2.1905, -1.5095], [6.3194, -2.3178, 2.2588], [-3.9096, 3.2430, 0.2783], [2.1110, -1.2202, -1.2202], [3.1578, -0.8229, -0.4352], [1.0802, -0.4188, -1.6626], [-2.6933, -1.7843, 0.3952], [-4.5247, -4.9453, 0.5598], [-3.1433, -1.0209, -0.6768], [-2.5724, 0.2107, -0.9379], [-1.5600, 0.7041, -0.1329], [-1.5102, 2.4120, 2.3110], [5.2664, 0.0326, 1.1512], [-4.8528, 2.7223, 0.1272], [0.3390, 2.8793, -1.7903], [-1.9153, 3.0182, 1.4961], [-2.9205, 0.7913, -1.7785], [2.2055, 2.4298, -0.1165], [-0.1955, 3.9850, 0.1318], [6.0977, -3.2563, 0.7766], [-3.3872, 3.3399, -0.6798], [-3.8639, -3.7012, -1.0805], [0.2028, -0.8857, -2.3684], [-4.8499, -4.8270, 1.5898], [-3.9299, -1.3775, -1.3224], [5.2048, -1.3071, 0.7457], [6.2771, -2.2601, 1.1718], [-1.3176, -1.8942, 2.0202], [-4.1998, -3.5864, -0.0407], [1.1591, 0.9708, -1.2217]], "lowdin_charge": [0.1334, -0.4385, 0.0145, -0.0071, -0.1823, -0.1530, 0.1163, 0.0750, 0.1172, 0.1251, -0.0652, -0.0197, 0.0769, 0.1119, 0.0164, 0.0928, 0.0567, 0.0213, 0.1289, 0.0846, 0.1256, -0.0499, 0.1647, 0.0847, -0.0959, 0.1772, -0.1746, -0.4225, -0.2602, -0.0661, 0.0027, -0.0030, -0.2475, 0.1314, -0.0509, 0.0927, 0.1315, -0.1246, 0.1265, 0.1314, 0.0556, 0.0743, 0.0900, 0.1262, 0.0629, 0.0770, 0.1055, -0.2748, -0.0489, 0.1191, -0.2647, -0.1006], "gap_ev": 8.438, "e_above_lowest_kj_mol": 155.1, "smiles": "CCOc1ccc(N(Cc2cc3ccc(C)cc3[nH]c2=O)C(=O)COC)cc1", "charge": 0, "energy_ev": -34374.457, "fmax_ev_per_a": 0.7}

{"formula": "C4H5NO2", "method": "wB97M-V/def2-TZVPD", "elements": ["O", "O", "H", "H", "C", "C", "H", "C", "H", "H", "C", "N"], "coordinates": [[-0.3405, -2.0744, 0.5830], [-2.7677, -0.0234, -0.5457], [-0.8009, -2.6687, -0.0225], [2.4477, 0.7588, -0.1232], [-0.1911, 1.4812, 0.1028], [-0.5013, -0.7704, 0.1500], [0.1522, 2.2803, -0.5472], [0.4811, 0.2341, 0.0987], [2.1186, -0.9264, -0.3051], [-0.7211, 1.7834, 0.9937], [-1.6543, -0.0904, -0.1692], [1.7772, 0.0161, -0.2153]], "lowdin_charge": [0.0430, 0.1376, 0.1084, 0.1067, 0.0233, -0.2880, 0.0634, -0.3595, 0.1089, 0.0679, -0.1717, 0.1600], "gap_ev": 8.722, "e_above_lowest_kj_mol": 255.8, "smiles": "C=C(N)C(O)=C=O", "charge": 0, "energy_ev": -9811.663, "fmax_ev_per_a": 0.7}

{"formula": "C18H50Cl2CuO22P5", "method": "wB97M-V/def2-TZVPD", "elements": ["C", "H", "H", "H", "O", "H", "O", "H", "Cu", "H", "H", "O", "H", "H", "O", "H", "H", "H", "H", "H", "O", "O", "C", "P", "H", "C", "C", "H", "O", "H", "H", "C", "O", "H", "H", "C", "O", "H", "H", "H", "H", "H", "C", "H", "H", "O", "H", "H", "H", "O", "H", "P", "C", "H", "H", "C", "O", "H", "O", "C", "C", "H", "H", "H", "O", "H", "H", "C", "O", "H", "C", "H", "O", "O", "H", "P", "P", "O", "O", "H", "P", "O", "C", "H", "O", "H", "H", "C", "H", "H", "C", "Cl", "Cl", "H", "H", "C", "C", "O"], "coordinates": [[-2.0840, -2.1008, -1.7391], [1.2292, -0.0233, 3.3299], [1.6910, 1.8783, -0.9689], [-1.9344, -2.9495, -2.4065], [4.0891, -2.8511, 2.5469], [-4.5320, 2.4703, 1.8548], [-2.7994, 4.7109, 1.6982], [1.3917, 2.8666, -5.6228], [-1.2013, 3.9914, 2.9209], [1.7786, -4.7371, 1.3041], [-2.0585, 5.6305, -0.7017], [-0.8454, -3.2777, 1.7241], [5.7875, -1.6962, 6.2755], [2.0809, -0.1295, -3.0984], [3.0024, -0.8925, 3.8324], [1.9215, 1.2494, 0.6319], [1.5774, -5.1029, 3.5073], [-0.9582, -1.0587, -4.2321], [-4.3529, 1.3500, 0.5736], [2.5154, 2.9895, -4.2492], [-5.4053, 5.1444, 1.6764], [-1.4649, 1.5115, -2.9189], [2.1776, 1.0766, -0.4134], [3.4449, -2.4596, 3.8139], [1.7655, 0.1182, -0.7291], [-3.6020, -4.7483, 0.8240], [-1.2987, 1.5614, 1.6469], [-6.6277, 6.7028, 1.1048], [-0.7678, 2.4977, 1.0328], [3.0009, -0.9739, -4.1153], [1.5186, 4.4000, -4.7020], [-2.3476, 2.4642, -2.2789], [3.9543, -1.3842, -1.0713], [-2.6113, 7.2292, -1.1580], [1.9823, -4.9338, 5.2855], [5.5818, -1.7944, 5.2096], [2.1458, -3.2956, 4.2309], [-1.0168, -0.3529, -5.8621], [-2.3667, 3.4144, -2.8127], [7.5269, -0.0098, -2.5235], [-3.4964, -4.8201, 1.9065], [2.6422, 0.7839, -4.5038], [6.8814, -0.5075, -1.7999], [1.6305, -3.4468, 0.1507], [3.2259, -5.0855, 3.9292], [0.2512, 0.5724, -4.6085], [-5.9495, 2.1223, 0.7970], [6.4355, -2.1895, 4.6590], [7.5510, -0.9621, -1.0697], [-0.9716, -5.9439, 1.9814], [2.2738, -5.1951, -0.2865], [4.3240, 0.0529, -1.4525], [-1.3836, -3.0662, 3.0413], [-6.6911, 5.4615, -0.0379], [-4.2408, -5.5464, 0.4458], [2.1345, -0.3844, 2.8420], [4.1055, 0.4094, -3.0300], [2.6267, 0.4111, 2.2826], [5.9074, 0.3374, -1.1875], [-4.8706, 2.2721, 0.8378], [1.5950, -4.5317, 0.2494], [-1.8809, 0.0919, 0.2767], [-3.3846, 2.1305, -2.2405], [-2.2671, -2.4279, 3.0448], [0.2422, -4.8467, -0.0450], [0.3745, -1.3052, -5.4129], [-3.2018, 5.8841, -2.0997], [2.2596, -4.7022, 4.2571], [-4.0533, 5.9186, -0.2854], [-0.1939, -0.0461, 0.8427], [1.5507, 3.3122, -4.6408], [-1.4479, -0.5901, 1.8663], [0.5119, 2.9452, -3.7607], [3.5729, 1.2021, -0.5909], [-7.5656, 5.2485, 1.4358], [-0.9755, -4.7846, 1.0492], [-4.0588, 4.7549, 0.8162], [-2.3228, -4.6901, 0.1652], [-4.5308, 3.3747, 0.0341], [-2.3902, -2.4175, -0.7421], [-0.6363, 1.8945, -4.2557], [-1.5147, 2.4292, -5.3045], [-0.3648, -0.6043, -5.0255], [-4.0414, -3.7735, 0.6124], [4.4059, -2.6083, 5.1389], [1.8150, -1.0950, 2.0797], [-0.5635, -2.5254, 3.5137], [2.9347, 0.0514, -3.7514], [6.3662, -1.2727, -2.3806], [-2.0191, 2.6005, -1.2486], [-1.2175, 0.1861, 1.1365], [-3.2322, -1.0194, -2.5702], [-0.4597, -1.3692, -1.5882], [-1.5663, -3.9944, 3.5828], [5.4486, -0.7576, 4.9007], [-6.6188, 5.6148, 1.0388], [-2.9126, 6.1838, -1.0924], [-1.9319, 1.7780, 2.6766]], "lowdin_spin": [0.0000, 0.0000, 0.0004, 0.0000, 0.0000, -0.0003, -0.0051, 0.0000, 0.1375, 0.0000, 0.0000, 0.0001, 0.0000, 0.0000, 0.0000, 0.0001, 0.0000, 0.0000, 0.0000, 0.0000, -0.0001, 0.0001, 0.0008, 0.0000, 0.0000, 0.0000, 0.0177, 0.0000, 0.4370, 0.0000, 0.0000, 0.0007, 0.0000, 0.0000, 0.0000, 0.0000, 0.0000, 0.0000, 0.0000, 0.0000, 0.0000, 0.0000, 0.0000, 0.0000, 0.0000, 0.0000, 0.0000, 0.0000, 0.0000, 0.0000, 0.0000, 0.0000, 0.0002, 0.0000, 0.0000, 0.0000, 0.0000, 0.0000, 0.0000, -0.0003, 0.0000, -0.0004, 0.0001, 0.0001, 0.0000, 0.0000, 0.0000, 0.0000, -0.0002, 0.0056, 0.0000, 0.0096, 0.0000, 0.0002, 0.0000, 0.0000, -0.0005, 0.0000, -0.0001, 0.0000, 0.0000, 0.0000, 0.0000, 0.0000, 0.0000, 0.0000, 0.0000, 0.0000, 0.0000, 0.0003, 0.0218, 0.0000, 0.0010, 0.0000, 0.0000, 0.0000, 0.0000, 0.3737], "s2": 0.762, "gap_ev": [7.212, 4.214], "charge": 1, "energy_ev": -180651.594, "spin_multiplicity": 2, "fmax_ev_per_a": 3.7}